The following is a quantum chemistry calculation of C25H22FeN4O3Te as an isolated structure, from OMol25.

Calculated values
2S+1: 5
LUMO level (alpha / beta): 0.264 / -1.915 eV
Electronic energy: -80064.594 eV
<S²>: 6.039
Energy relative to the best compared isomer or geometry (same formula, charge and spin): 41.43 kcal/mol
Kohn-Sham gap (alpha / beta): 5.55 / 5.47 eV
HOMO level (alpha / beta): -5.29 / -7.39 eV

Geometry as XYZ:
```
56
Properties=species:S:1:pos:R:3:lowdin_spin:R:1
Fe -0.55 0.52 -0.23 1.97
O 3.30 0.12 3.41 0.00
C 2.27 0.60 4.12 0.01
C 2.48 0.85 5.48 0.00
C 1.46 1.34 6.27 0.02
C 0.20 1.60 5.72 0.00
C -0.01 1.37 4.38 0.01
C 1.01 0.87 3.56 0.00
C 0.72 0.63 2.13 0.08
O -0.47 0.94 1.67 0.04
N 1.67 0.14 1.37 -0.01
N 1.23 0.04 0.08 0.23
C 1.89 -0.59 -0.88 0.13
C 1.19 -0.67 -2.09 0.12
C 1.67 -1.27 -3.28 0.04
C 0.88 -1.30 -4.39 0.06
C -0.41 -0.72 -4.36 0.10
C -0.83 -0.15 -3.18 0.02
N -0.10 -0.12 -2.06 0.13
H 2.98 -0.01 2.48 0.00
H 3.46 0.64 5.89 0.00
H 1.64 1.52 7.32 0.00
H -0.59 1.99 6.34 0.00
H -0.97 1.56 3.93 0.00
H 2.88 -1.01 -0.73 0.01
H 2.66 -1.70 -3.28 0.00
H 1.25 -1.76 -5.30 0.00
H -1.05 -0.71 -5.22 0.01
H -1.82 0.30 -3.10 0.00
O -2.63 1.07 -0.27 0.00
C -2.75 2.41 0.23 0.00
C -1.76 3.27 -0.51 0.00
C -1.99 4.62 -0.74 0.00
C -1.01 5.35 -1.40 0.00
C 0.14 4.71 -1.82 0.00
C 0.28 3.35 -1.56 0.00
N -0.66 2.66 -0.91 0.04
H -3.07 0.47 0.34 0.00
H -2.51 2.42 1.30 0.00
H -3.76 2.78 0.07 0.00
H -2.91 5.09 -0.41 0.00
H -1.15 6.41 -1.59 0.00
H 0.93 5.24 -2.34 0.00
H 1.15 2.79 -1.87 0.00
Te -1.15 -2.30 0.99 0.80
C -0.79 -3.84 -0.37 0.07
C -0.81 -3.59 -1.74 0.04
C -0.53 -4.62 -2.63 -0.01
C -0.24 -5.89 -2.16 0.05
C -0.22 -6.14 -0.80 0.00
C -0.50 -5.12 0.10 0.04
H -1.04 -2.61 -2.11 0.00
H -0.55 -4.42 -3.70 0.00
H -0.02 -6.69 -2.86 0.00
H 0.02 -7.13 -0.43 0.00
H -0.48 -5.32 1.16 0.00
```

***

The following is a quantum chemistry calculation of C25H22GaN4O4Se as an isolated structure, from OMol25.

Calculated values
Charge: +1
LUMO level: -3.894 eV
Electronic energy: -158149.058 eV
Energy relative to the best compared isomer or geometry (same formula, charge and spin): 0.00 kcal/mol
Kohn-Sham gap: 6.69 eV
HOMO level: -10.59 eV

Geometry as XYZ:
```
57
Properties=species:S:1:pos:R:3:lowdin_charge:R:1
Ga -0.12 1.14 -0.07 0.48
C -5.20 2.32 -3.06 -0.07
C -4.71 1.23 -2.32 -0.08
C -3.41 1.16 -1.87 -0.03
C -2.51 2.23 -2.17 -0.23
C -3.00 3.31 -2.90 0.01
C -4.35 3.34 -3.35 -0.06
N -1.18 2.26 -1.65 0.02
N -0.45 3.28 -1.94 0.12
C 0.88 3.18 -1.64 -0.29
C 1.73 4.13 -2.18 0.01
C 3.11 3.93 -2.08 -0.06
C 3.58 2.86 -1.39 -0.05
C 2.70 2.00 -0.72 -0.08
C 1.35 2.16 -0.77 -0.14
H -6.23 2.34 -3.41 0.11
H -5.38 0.38 -2.15 0.11
H -3.11 0.29 -1.26 0.10
H -2.30 4.08 -3.06 0.09
H -4.70 4.18 -3.89 0.10
H 1.38 4.96 -2.75 0.12
H 3.77 4.55 -2.68 0.12
H 4.66 2.61 -1.36 0.12
H 3.09 1.08 -0.29 0.11
O 0.09 -0.73 -0.71 -0.05
C 1.08 -0.98 0.15 -0.50
O 1.31 -0.19 1.12 -0.02
C 1.86 -2.24 -0.04 -0.13
C 3.06 -2.47 0.67 0.00
C 3.81 -3.64 0.42 0.03
C 3.25 -4.57 -0.46 -0.16
O 3.62 -5.92 -0.62 0.02
C 2.58 -6.49 -1.45 -0.10
O 1.59 -5.48 -1.76 0.02
C 2.03 -4.35 -1.11 -0.19
C 1.30 -3.21 -0.89 0.08
H 3.46 -1.70 1.29 0.11
H 4.78 -3.83 0.81 0.12
H 2.11 -7.31 -0.90 0.14
H 3.03 -6.78 -2.42 0.14
H 0.28 -3.10 -1.24 0.13
C 0.49 1.86 3.96 -0.02
N -0.36 0.69 3.88 -0.11
C -0.33 -0.43 4.75 0.01
C -1.30 -1.30 4.35 -0.01
N -1.96 -0.77 3.23 -0.10
C -3.03 -1.38 2.45 -0.01
C -1.40 0.48 3.01 -0.61
Se -1.93 1.76 1.72 0.82
H 1.13 1.83 4.82 0.10
H -0.18 2.73 4.01 0.10
H 1.07 1.94 3.05 0.09
H 0.50 -0.57 5.43 0.13
H -1.56 -2.29 4.67 0.13
H -3.48 -2.22 2.98 0.10
H -2.68 -1.70 1.47 0.09
H -3.83 -0.61 2.28 0.10
```

***

The following is a quantum chemistry calculation of C25H22I2N4O6RuSi as an isolated structure, from OMol25.

Calculated values
2S+1: 2
Charge: -1
LUMO level (alpha / beta): 1.595 / 1.597 eV
Electronic energy: -71192.728 eV
<S²>: 0.764
Energy relative to the best compared isomer or geometry (same formula, charge and spin): 54.28 kcal/mol
Kohn-Sham gap (alpha / beta): 6.61 / 6.49 eV
HOMO level (alpha / beta): -5.01 / -4.89 eV

Geometry as XYZ:
```
61
Properties=species:S:1:pos:R:3:lowdin_spin:R:1
Ru 0.39 -0.05 0.02 0.84
I -0.50 -4.80 -1.31 0.00
C 1.31 -3.81 -1.56 0.00
C 2.46 -4.54 -1.89 0.00
C 3.68 -3.92 -2.03 0.00
I 5.34 -5.10 -2.50 0.00
C 3.79 -2.51 -1.87 0.00
C 4.98 -1.76 -2.01 0.00
C 4.95 -0.41 -1.85 0.00
C 3.72 0.23 -1.57 0.00
N 2.61 -0.44 -1.43 0.02
C 2.62 -1.79 -1.55 0.00
C 1.35 -2.43 -1.37 0.00
O 0.29 -1.75 -1.08 0.02
H 2.38 -5.61 -2.01 0.00
H 5.90 -2.28 -2.24 0.00
H 5.85 0.19 -1.94 0.00
H 3.67 1.30 -1.45 0.00
O 3.36 1.72 2.07 0.00
C 2.43 1.38 1.38 0.00
O 1.78 0.26 1.49 0.01
C 1.93 2.32 0.21 0.00
O 2.45 3.39 -0.01 0.00
O 0.95 1.82 -0.50 0.02
C 0.76 -1.81 3.73 0.00
Si -0.86 -1.51 2.83 0.01
C -1.83 -0.17 3.75 0.00
C -1.87 -3.10 2.89 0.00
O -0.71 -1.09 1.28 0.06
H 0.58 -2.14 4.76 0.00
H 1.36 -0.90 3.75 0.00
H 1.35 -2.57 3.22 0.00
H -2.18 -0.52 4.73 0.00
H -2.70 0.13 3.17 0.00
H -1.21 0.71 3.92 0.00
H -2.02 -3.45 3.92 0.00
H -1.37 -3.89 2.33 0.00
H -2.86 -2.96 2.44 0.00
C -3.44 -0.57 -1.96 0.00
C -2.25 -0.68 -1.18 0.00
N -1.42 0.28 -0.94 0.00
C -1.69 1.61 -1.45 0.00
C -2.94 1.76 -2.27 0.00
C -3.75 0.63 -2.52 0.00
C -3.19 3.05 -2.65 0.00
C -2.49 4.11 -2.04 0.00
C -1.99 3.88 -0.76 0.00
C -1.78 4.87 0.23 0.00
C -1.50 4.48 1.50 0.00
N -1.47 3.18 1.91 0.00
C -1.61 2.29 0.98 0.00
N -1.80 2.59 -0.33 0.00
H -4.04 -1.46 -2.11 0.00
H -1.97 -1.64 -0.76 0.00
H -0.81 1.97 -1.99 0.00
H -4.62 0.75 -3.15 0.00
H -4.00 3.27 -3.35 0.00
H -2.64 5.13 -2.35 0.00
H -1.85 5.92 -0.04 0.00
H -1.30 5.21 2.28 0.00
H -1.58 1.24 1.22 0.00
```

***

The following is a quantum chemistry calculation of one molecule with the formula C25H22N2O6, from OMol25.

Calculated values
LUMO level: -0.034 eV
Electronic energy: -41548.221 eV
Energy relative to the best compared isomer or geometry (same formula, charge and spin): 0.00 kcal/mol
Kohn-Sham gap: 7.93 eV
HOMO level: -7.96 eV

Geometry as XYZ:
```
55
Properties=species:S:1:pos:R:3:lowdin_charge:R:1
C -8.20 -1.13 0.25 -0.09
O -7.24 -0.27 0.80 -0.08
C -5.96 -0.33 0.34 -0.27
C -5.51 -1.20 -0.65 -0.02
C -4.19 -1.17 -1.04 -0.03
C -3.28 -0.27 -0.49 -0.22
C -1.90 -0.28 -0.96 0.02
C -1.03 0.74 -0.96 -0.17
N -1.34 2.04 -0.57 0.15
C -0.46 2.99 -0.12 -0.43
O -0.80 4.15 -0.04 0.09
C 0.86 2.47 0.33 -0.17
C 2.03 3.09 -0.10 0.00
C 3.25 2.61 0.29 0.01
C 3.35 1.51 1.15 -0.27
O 4.61 1.11 1.46 -0.07
C 4.77 0.05 2.37 -0.08
C 2.18 0.93 1.63 -0.01
C 0.95 1.40 1.21 -0.02
C 0.34 0.58 -1.55 -0.41
O 0.77 1.35 -2.39 0.11
N 1.01 -0.52 -1.08 0.16
C 2.35 -0.82 -1.20 -0.15
C 3.19 -0.12 -2.06 0.01
C 4.54 -0.42 -2.12 -0.05
C 5.08 -1.44 -1.35 -0.07
C 4.26 -2.14 -0.49 -0.03
C 2.89 -1.85 -0.39 -0.08
C 2.07 -2.59 0.57 -0.46
O 0.87 -2.47 0.72 0.09
O 2.77 -3.46 1.32 0.11
C -3.74 0.59 0.52 -0.03
C -5.05 0.55 0.93 0.01
H -8.33 -0.96 -0.82 0.10
H -9.13 -0.90 0.77 0.09
H -7.95 -2.18 0.43 0.10
H -6.18 -1.91 -1.11 0.10
H -3.85 -1.85 -1.81 0.12
H -1.58 -1.21 -1.41 0.12
H -2.28 2.36 -0.76 0.16
H 1.96 3.94 -0.76 0.13
H 4.17 3.06 -0.06 0.12
H 4.34 -0.88 1.98 0.07
H 4.34 0.28 3.35 0.10
H 5.85 -0.08 2.48 0.10
H 2.21 0.09 2.31 0.11
H 0.05 0.92 1.58 0.13
H 0.51 -1.09 -0.39 0.10
H 2.78 0.67 -2.66 0.11
H 5.17 0.14 -2.79 0.11
H 6.13 -1.67 -1.41 0.10
H 4.66 -2.94 0.12 0.12
H 2.16 -3.92 1.92 0.14
H -3.05 1.25 1.02 0.11
H -5.41 1.21 1.71 0.12
```

***

Copy entry 1 word for word.
The following is a quantum chemistry calculation of C25H22FeN4O3Te as an isolated structure, from OMol25.

Calculated values
2S+1: 5
LUMO level (alpha / beta): 0.264 / -1.915 eV
Electronic energy: -80064.594 eV
<S²>: 6.039
Energy relative to the best compared isomer or geometry (same formula, charge and spin): 41.43 kcal/mol
Kohn-Sham gap (alpha / beta): 5.55 / 5.47 eV
HOMO level (alpha / beta): -5.29 / -7.39 eV

Geometry as XYZ:
```
56
Properties=species:S:1:pos:R:3:lowdin_spin:R:1
Fe -0.55 0.52 -0.23 1.97
O 3.30 0.12 3.41 0.00
C 2.27 0.60 4.12 0.01
C 2.48 0.85 5.48 0.00
C 1.46 1.34 6.27 0.02
C 0.20 1.60 5.72 0.00
C -0.01 1.37 4.38 0.01
C 1.01 0.87 3.56 0.00
C 0.72 0.63 2.13 0.08
O -0.47 0.94 1.67 0.04
N 1.67 0.14 1.37 -0.01
N 1.23 0.04 0.08 0.23
C 1.89 -0.59 -0.88 0.13
C 1.19 -0.67 -2.09 0.12
C 1.67 -1.27 -3.28 0.04
C 0.88 -1.30 -4.39 0.06
C -0.41 -0.72 -4.36 0.10
C -0.83 -0.15 -3.18 0.02
N -0.10 -0.12 -2.06 0.13
H 2.98 -0.01 2.48 0.00
H 3.46 0.64 5.89 0.00
H 1.64 1.52 7.32 0.00
H -0.59 1.99 6.34 0.00
H -0.97 1.56 3.93 0.00
H 2.88 -1.01 -0.73 0.01
H 2.66 -1.70 -3.28 0.00
H 1.25 -1.76 -5.30 0.00
H -1.05 -0.71 -5.22 0.01
H -1.82 0.30 -3.10 0.00
O -2.63 1.07 -0.27 0.00
C -2.75 2.41 0.23 0.00
C -1.76 3.27 -0.51 0.00
C -1.99 4.62 -0.74 0.00
C -1.01 5.35 -1.40 0.00
C 0.14 4.71 -1.82 0.00
C 0.28 3.35 -1.56 0.00
N -0.66 2.66 -0.91 0.04
H -3.07 0.47 0.34 0.00
H -2.51 2.42 1.30 0.00
H -3.76 2.78 0.07 0.00
H -2.91 5.09 -0.41 0.00
H -1.15 6.41 -1.59 0.00
H 0.93 5.24 -2.34 0.00
H 1.15 2.79 -1.87 0.00
Te -1.15 -2.30 0.99 0.80
C -0.79 -3.84 -0.37 0.07
C -0.81 -3.59 -1.74 0.04
C -0.53 -4.62 -2.63 -0.01
C -0.24 -5.89 -2.16 0.05
C -0.22 -6.14 -0.80 0.00
C -0.50 -5.12 0.10 0.04
H -1.04 -2.61 -2.11 0.00
H -0.55 -4.42 -3.70 0.00
H -0.02 -6.69 -2.86 0.00
H 0.02 -7.13 -0.43 0.00
H -0.48 -5.32 1.16 0.00
```

***

Among the records above, which one has the highest electronic energy?
C25H22N2O6

***

Number 1 is which compound?
C25H22FeN4O3Te